Record 1
Below is the molecule C3H7NO2, with properties calculated with the ωB97M-V functional and the def2-TZVPD basis.

Strongest force on any atom   0.5 eV Å⁻¹
Energy relative to the best compared isomer or geometry (same formula, charge and spin)   20.41 kcal per mole
Orbital gap   10.6 eV
2S+1   1
SMILES   COC(=O)CN
Highest occupied orbital energy   -0.3584 Ha
E_tot   -8809.6437 eV

Last column: Mulliken charge in e.
CARTESIAN COORDINATES (ANGSTROEM)
H  1.69162  0.22855  2.02830  0.28
H  0.28441  1.98020  0.16415  0.33
N  1.60051  1.11941  1.54603  -0.61
H  -0.48769  1.29344  1.58404  0.26
C  0.32422  1.13759  0.85997  -0.53
H  -0.37696  -1.72191  -1.89861  0.29
H  -1.85001  -0.83043  -2.40785  0.23
O  -0.85374  0.02745  -0.87812  -0.31
C  -1.25240  -1.16306  -1.55989  -0.62
C  -0.00348  -0.15837  0.13960  0.72
H  2.34249  1.12817  0.85188  0.27
H  -1.84469  -1.80078  -0.89886  0.28
O  0.42573  -1.24025  0.46935  -0.57

=====

Record 2
Below is a 2-piece molecular cluster, C3H7NO2 overall, with properties calculated with the ωB97M-V functional and the def2-TZVPD basis.

Strongest force on any atom   0.5 eV Å⁻¹
Energy relative to the best compared isomer or geometry (same formula, charge and spin)   18.85 kcal per mole
Orbital gap   11.2 eV
2S+1   1
SMILES   NC(=O)O.C=C
Highest occupied orbital energy   -0.3776 Ha
E_tot   -8809.7115 eV

Last column: Mulliken charge in e.
CARTESIAN COORDINATES (ANGSTROEM)
H  -0.94891  -0.32772  -1.61023  0.33
O  0.89719  1.12125  -0.69477  -0.57
N  2.71445  0.29183  0.42013  -0.43
C  -1.67360  -0.70472  -0.89234  -0.62
H  3.28539  1.06082  0.11249  0.25
H  -2.95368  -0.22917  0.73029  0.27
O  0.69095  -0.50520  0.87545  -0.47
H  2.98257  -0.19807  1.25819  0.22
C  1.38507  0.37504  0.13262  0.73
H  -0.24492  -0.41488  0.60897  0.18
C  -2.25363  0.12194  -0.02397  -0.42
H  -2.02546  1.18554  -0.03622  0.27
H  -1.85542  -1.77667  -0.88059  0.24

=====

Record 3
Below is a 2-piece molecular cluster, C3H7NO2 overall, with properties calculated with the ωB97M-V functional and the def2-TZVPD basis.

Strongest force on any atom   0.5 eV Å⁻¹
Energy relative to the best compared isomer or geometry (same formula, charge and spin)   40.02 kcal per mole
Orbital gap   10.4 eV
2S+1   1
SMILES   CNC=O.C=O
Highest occupied orbital energy   -0.3645 Ha
E_tot   -8808.7933 eV

Last column: Mulliken charge in e.
CARTESIAN COORDINATES (ANGSTROEM)
H  -2.51119  -0.67084  0.89124  0.28
H  2.55505  0.42007  -0.96887  0.27
N  0.52842  0.50472  -0.38532  -0.16
C  -2.07627  -1.11329  -0.02630  -0.09
H  -1.07013  1.56039  0.33721  0.44
C  1.86044  -0.04941  -0.26430  -0.78
H  1.85587  -1.13039  -0.43961  0.28
C  -0.06416  1.19610  0.62306  -0.02
H  2.20005  0.14718  0.75367  0.29
O  -2.33627  -0.69343  -1.12678  -0.41
O  0.42216  1.39380  1.71944  -0.59
H  0.01659  0.39431  -1.24827  0.27
H  -1.38055  -1.95920  0.13483  0.23

=====

Record 4
Below is the molecule C3H7NO2 in a non-equilibrium geometry, with properties calculated with the ωB97M-V functional and the def2-TZVPD basis.

Strongest force on any atom   2.6 eV Å⁻¹
Energy relative to the best compared isomer or geometry (same formula, charge and spin)   19.22 kcal per mole
Orbital gap   10.8 eV
2S+1   1
SMILES   NC(=O)CCO
Highest occupied orbital energy   -0.3676 Ha
E_tot   -8809.6952 eV

Last column: Mulliken charge in e.
CARTESIAN COORDINATES (ANGSTROEM)
H  -2.74613  0.27687  1.42103  0.31
O  -2.26166  -0.28834  0.81089  -0.50
C  -0.14188  -0.70966  -0.13528  -0.60
C  1.33251  -0.35715  -0.26403  0.55
H  -0.23124  -1.72376  0.29405  0.28
H  -0.48970  0.27821  1.78434  0.32
N  1.53586  0.62307  -1.20767  -0.38
H  2.48667  0.87363  -1.41952  0.22
H  0.81533  1.04481  -1.76272  0.20
C  -0.92508  0.18231  0.79190  -0.36
O  2.20768  -0.68525  0.50054  -0.59
H  -0.63444  -0.73677  -1.12488  0.33
H  -0.94794  1.22203  0.31135  0.22

=====

Record 5
Below is an isolated ion of composition C3H7NO2 and charge +1 in a non-equilibrium geometry, with properties calculated with the ωB97M-V functional and the def2-TZVPD basis.

Charge   +1
Strongest force on any atom   1.6 eV Å⁻¹
Energy relative to the best compared isomer or geometry (same formula, charge and spin)   15.00 kcal per mole
Orbital gap (alpha / beta)   12.2 / 7.5 eV
2S+1   2
Highest occupied orbital energy (alpha / beta)   -0.6023 / -0.6011 Ha
E_tot   -8800.3618 eV
⟨S²⟩   0.75

Last column: Mulliken charge in e.
CARTESIAN COORDINATES (ANGSTROEM)
H  1.14930  -0.03960  1.39191  0.31
H  -0.26984  -1.60601  -2.00894  0.38
O  -2.17052  -0.67398  -0.76368  -0.18
N  -0.79955  0.26625  0.67893  -0.14
H  0.38540  1.49217  1.80411  0.45
H  0.95364  -0.66681  -1.29401  0.37
C  -0.99154  -0.53481  -0.33640  0.83
C  0.55400  0.78235  1.02550  -0.50
H  1.14324  2.29310  -0.04846  0.34
H  -1.60269  0.75106  1.04930  0.32
H  0.33655  -2.11411  -0.39500  0.31
C  0.09434  -1.27433  -1.02613  -1.01
O  1.21768  1.32472  -0.07713  -0.49

=====

Record 6
Below is the molecule C3H7NO2S in a non-equilibrium geometry, with properties calculated with the ωB97M-V functional and the def2-TZVPD basis.

Strongest force on any atom   2.0 eV Å⁻¹
Energy relative to the best compared isomer or geometry (same formula, charge and spin)   84.55 kcal per mole
Orbital gap   9.5 eV
2S+1   1
Highest occupied orbital energy   -0.3397 Ha
E_tot   -19641.9377 eV

Last column: Mulliken charge in e.
CARTESIAN COORDINATES (ANGSTROEM)
C  -1.68608  1.53225  0.17972  -0.92
N  0.47615  -0.32474  -0.58759  -0.26
O  -3.27538  -0.12796  -0.70092  -0.50
O  -1.37416  -1.33715  1.42867  -0.61
C  -2.16404  0.15067  -0.32162  0.67
H  2.30657  -0.67302  -1.63046  0.24
C  1.74934  -1.01459  -0.68338  -0.75
H  1.68989  -2.09072  -0.57757  0.29
S  -0.79000  -1.13271  -0.35170  0.28
H  -2.60770  2.06579  0.53799  0.32
H  -0.79443  1.35469  0.80932  0.31
H  -2.15950  -1.94398  1.25754  0.32
H  -1.25016  1.99562  -0.68105  0.31
H  2.50314  -0.76386  0.05789  0.27

=====

Record 7
Below is an isolated ion of composition C3H7NO2S and charge +1 in a non-equilibrium geometry, with properties calculated with the ωB97M-V functional and the def2-TZVPD basis.

Charge   +1
Strongest force on any atom   5.8 eV Å⁻¹
Energy relative to the best compared isomer or geometry (same formula, charge and spin)   49.61 kcal per mole
Orbital gap (alpha / beta)   10.3 / 4.7 eV
2S+1   2
Highest occupied orbital energy (alpha / beta)   -0.5262 / -0.5147 Ha
E_tot   -19634.2184 eV
⟨S²⟩   0.75

Last column: Mulliken charge in e.
CARTESIAN COORDINATES (ANGSTROEM)
N  -1.51779  -1.18916  -0.90729  -0.57
H  2.07276  -0.44080  -1.37394  0.27
C  -0.49679  -0.32294  1.38115  0.44
H  0.04816  1.49364  0.08175  0.48
H  -0.72905  0.92600  -1.21798  0.41
C  -0.31819  -0.68395  -0.12087  0.00
H  -2.11029  -0.20612  2.48524  0.40
C  0.17300  0.69987  -0.63664  -0.72
H  -2.06221  -1.70128  -0.31210  0.28
O  -1.70950  0.02966  1.62411  -0.38
H  -1.97199  -0.40092  -1.20766  0.21
S  1.73872  0.79135  -1.55271  0.22
H  0.43904  -1.42098  -0.14704  0.49
O  0.58082  -0.12276  2.01892  -0.51

=====

Record 8
Below is a 2-piece molecular cluster, C3H7NO2S2 overall in a non-equilibrium geometry, with properties calculated with the ωB97M-V functional and the def2-TZVPD basis.

Strongest force on any atom   4.5 eV Å⁻¹
Energy relative to the best compared isomer or geometry (same formula, charge and spin)   62.26 kcal per mole
Orbital gap   9.1 eV
2S+1   1
SMILES   C1=NCCS1.OSO
Highest occupied orbital energy   -0.3137 Ha
E_tot   -30477.8692 eV

Last column: Mulliken charge in e.
CARTESIAN COORDINATES (ANGSTROEM)
H  -0.51718  0.96967  -1.98153  0.47
H  -1.97467  1.95614  -0.09818  0.35
H  0.76925  -2.82542  -1.02449  0.28
H  0.84501  1.46449  1.45964  0.37
H  -0.30042  -2.62460  0.53281  0.39
S  -0.42502  3.15564  1.01417  0.17
C  0.04696  -2.18658  -0.36829  -0.42
C  -0.27633  0.02453  -1.37345  -0.22
O  -1.88856  2.49570  0.74143  -0.44
O  0.37080  2.06222  1.93500  -0.42
C  0.99809  -1.05968  0.09092  -0.55
N  0.71786  0.09915  -0.64786  -0.40
H  2.01286  -1.17654  -0.03108  0.37
H  0.84338  -0.93887  1.19152  0.20
S  -1.22203  -1.41585  -1.44063  -0.15

=====

Record 9
Below is C3H7NO3 as an isolated structure in a non-equilibrium geometry, with properties calculated with the ωB97M-V functional and the def2-TZVPD basis.

Strongest force on any atom   5.0 eV Å⁻¹
Energy relative to the best compared isomer or geometry (same formula, charge and spin)   154.39 kcal per mole
Orbital gap   9.1 eV
2S+1   1
Highest occupied orbital energy   -0.3143 Ha
E_tot   -10851.6728 eV

Last column: Mulliken charge in e.
CARTESIAN COORDINATES (ANGSTROEM)
C  -1.01285  -0.86343  0.32345  0.69
H  -2.74789  -0.35814  1.55243  0.25
H  -2.92884  -0.25587  -0.34926  0.29
O  1.53116  -0.67758  0.92484  -0.28
C  -2.17637  -0.02540  0.54142  -0.88
H  0.98638  -1.44645  -0.81406  0.17
H  2.37667  -0.15046  -0.82278  0.21
N  0.39503  0.10554  1.04209  -0.07
H  2.65298  -1.78451  -0.40981  0.32
H  -1.83588  1.02833  0.50851  0.30
H  0.85086  1.98902  1.26984  0.36
O  0.48313  1.39681  0.51985  -0.44
C  1.96178  -1.03905  -0.36343  -0.49
O  -0.76564  -2.00650  0.21345  -0.42

=====

- Number 6 is which compound?
  C3H7NO2S

=====

- 2S+1 of number 7 (C3H7NO2S)?
  2